[1]
This record from the Open Molecules 2025 dataset describes a 2-piece molecular cluster, C19H27O12P overall. The level of theory is ωB97M-V/def2-TZVPD.

XYZ file:
```
59
Properties=species:S:1:pos:R:3
C 2.26 3.33 0.06
C 1.82 2.46 -1.06
O 0.96 2.74 -1.83
O 2.52 1.30 -1.13
C 1.77 0.18 -1.60
C 1.95 -1.01 -0.66
C 1.83 -0.62 0.83
O 3.05 -0.26 1.34
O 0.81 0.40 0.91
C -0.37 -0.26 0.83
O -1.38 0.23 0.50
O -0.19 -1.56 1.18
C 1.16 -1.67 1.71
C 1.27 -1.45 3.22
C 0.67 -0.16 3.75
C 1.56 0.87 4.07
C 1.12 2.11 4.52
C -0.24 2.33 4.67
C -1.14 1.30 4.39
C -0.71 0.04 3.94
C -1.75 -1.02 3.70
P 1.66 -3.43 1.47
O 3.00 -3.64 2.04
O 0.57 -4.34 2.19
O 1.52 -3.79 -0.07
H 3.35 3.42 0.01
H 1.99 2.89 1.02
H 1.85 4.32 -0.08
H 2.15 -0.11 -2.58
H 0.71 0.40 -1.72
H 2.91 -1.48 -0.85
H 1.21 -1.75 -0.95
H 3.66 -0.08 0.62
H 0.91 -2.31 3.77
H 2.34 -1.41 3.40
H 2.62 0.71 3.94
H 1.84 2.88 4.75
H -0.62 3.28 5.00
H -2.20 1.46 4.52
H -2.53 -0.94 4.46
H -2.17 -0.99 2.71
H -1.30 -2.00 3.82
H 1.03 -4.76 2.94
H 1.52 -4.75 -0.16
C -2.12 0.35 -2.67
C -1.46 1.01 -3.86
O -1.79 0.33 -5.09
C -3.00 0.59 -5.58
O -3.81 1.34 -5.12
O -3.15 -0.13 -6.70
C -4.44 0.00 -7.31
H -1.87 -0.71 -2.63
H -1.79 0.82 -1.74
H -3.20 0.44 -2.72
H -0.38 0.96 -3.79
H -1.73 2.07 -3.94
H -4.68 1.04 -7.48
H -5.20 -0.47 -6.68
H -4.38 -0.52 -8.26
```

Computed properties:
Lowest unoccupied orbital energy: 0.006 Ha
Structure (SMILES): CC(=O)OCC[C@@]1(O)OC(=O)O[C@@]1(Cc1ccccc1C)P(=O)(O)O.CCOC(=O)OC
Gap between HOMO and LUMO: 0.34248 Ha

***

[2]
This record from the Open Molecules 2025 dataset describes C19H28AuNO5 as an isolated structure. The level of theory is ωB97M-V/def2-TZVPD.

XYZ file:
```
54
Properties=species:S:1:pos:R:3
O 0.36 0.17 -7.39
C 0.30 1.55 -7.98
C 0.14 0.99 -9.41
H 1.26 2.07 -7.78
H -0.57 2.15 -7.63
C 0.24 -0.40 -8.72
H 0.99 1.20 -10.07
H -0.83 1.17 -9.88
C 1.55 -1.05 -9.12
H 2.36 -0.31 -9.05
H 1.45 -1.39 -10.15
H 1.77 -1.91 -8.49
C -0.98 -1.28 -8.91
H -1.91 -0.75 -8.66
H -0.89 -2.19 -8.32
H -1.01 -1.57 -9.97
Au -0.84 -1.40 -0.48
C -2.35 -0.32 1.27
C -1.59 0.88 1.22
C -1.55 1.36 -0.11
H -1.19 1.39 2.10
C -2.28 0.45 -0.93
C -2.83 -0.60 -0.07
H -3.55 -1.37 -0.37
H -2.65 -0.82 2.18
H -1.06 2.28 -0.43
H -2.53 0.60 -1.99
C 1.12 -1.80 1.42
C 0.69 -2.79 0.46
C 1.19 -2.35 -0.86
H 0.27 -3.77 0.67
C 1.82 -1.05 -0.65
C 1.78 -0.75 0.74
H 2.21 0.12 1.22
H 0.96 -1.85 2.50
H 1.31 -2.98 -1.72
H 2.30 -0.45 -1.42
O 1.12 0.64 -3.11
C 0.16 -0.10 -3.94
C -0.37 0.87 -5.00
H -0.71 -0.54 -3.39
H 0.71 -0.94 -4.43
C 0.50 2.15 -4.83
H -1.45 1.08 -4.88
H -0.21 0.35 -5.96
C 0.80 2.04 -3.34
H -0.01 3.05 -5.16
H 1.44 2.00 -5.40
H -0.09 2.36 -2.78
H 1.67 2.64 -3.03
O -0.42 -0.74 3.95
N 0.23 0.33 4.21
O 0.56 0.61 5.38
O 0.50 1.10 3.22
```

Computed properties:
⟨S²⟩: 2.03
Energy relative to the best compared isomer or geometry (same formula, charge and spin): 27.5 kJ/mol
2S+1: 3
Lowest unoccupied orbital energy (alpha / beta): 0.005 / -0.124 Ha
Gap between HOMO and LUMO (alpha / beta): 0.28881 / 0.15790 Ha

***

[3]
This record from the Open Molecules 2025 dataset describes C19H28BiI2NOP2 as an isolated structure. The level of theory is ωB97M-V/def2-TZVPD.

XYZ file:
```
54
Properties=species:S:1:pos:R:3
I 1.06 -0.13 -5.41
I -0.90 -2.34 -3.90
Bi 0.02 -0.54 -1.75
P 1.67 -2.45 -0.96
C 0.92 -4.00 -0.37
C 2.60 -2.86 -2.44
H 3.35 -3.62 -2.22
H 3.62 -2.80 0.40
H 3.06 -1.94 -2.80
H 3.33 -1.06 0.02
H 0.20 -4.34 -1.13
H 1.88 -3.19 -3.19
C 2.87 -2.01 0.30
H 1.73 -4.72 -0.21
H 2.35 -1.84 1.25
H 0.42 -3.76 0.58
P -1.57 1.61 -2.02
C -3.34 1.35 -1.69
C -1.16 3.03 -0.99
H -0.33 2.30 -3.92
H -1.98 3.05 -3.92
H -1.70 1.31 -4.36
C -1.39 2.14 -3.73
H -0.09 3.22 -1.07
H -1.72 3.91 -1.32
H -3.85 2.29 -1.93
H -3.43 1.11 -0.62
H -1.38 2.80 0.06
H -3.68 0.51 -2.31
C -1.99 -1.95 -1.32
O -2.94 -2.24 -0.75
C -3.09 -0.64 3.53
C -2.41 -1.67 2.86
C -1.39 -1.37 1.98
C -1.00 -0.03 1.73
C -1.70 1.00 2.41
C -2.73 0.70 3.29
N 0.06 0.26 0.87
C 1.11 1.02 1.34
C 2.00 1.60 0.39
C 3.11 2.36 0.80
C 3.33 2.54 2.17
C 2.48 1.98 3.12
C 1.39 1.22 2.72
H -3.88 -0.86 4.23
H -2.68 -2.72 3.05
H -0.80 -2.18 1.53
H -1.36 2.03 2.27
H -3.23 1.52 3.82
H 1.78 1.47 -0.67
H 3.78 2.80 0.06
H 4.19 3.14 2.51
H 2.65 2.16 4.19
H 0.73 0.79 3.48
```

Computed properties:
Total charge: +2
Lowest unoccupied orbital energy (alpha / beta): -0.313 / -0.300 Ha
Gap between HOMO and LUMO (alpha / beta): 0.19951 / 0.21487 Ha

***

[4]
This record from the Open Molecules 2025 dataset describes C19H28Br6Mn2N2O9 as an isolated structure. The level of theory is ωB97M-V/def2-TZVPD.

XYZ file:
```
66
Properties=species:S:1:pos:R:3
Mn 0.63 -1.33 1.62
Mn 0.81 -0.58 -2.12
C -0.35 -4.74 -2.77
C -0.72 -5.87 -2.21
C -0.95 -6.06 -0.71
O -1.30 -7.21 -0.14
C -0.84 -5.01 0.16
C -0.38 -3.72 -0.39
C -0.17 -3.56 -1.98
O 0.17 -2.45 -2.39
O -0.12 -2.76 0.31
O -0.84 -6.85 -3.11
H -0.12 -4.62 -3.82
H -1.10 -5.10 1.20
C -0.10 0.55 0.01
O -0.57 0.70 -1.09
O -0.73 0.09 0.98
O 0.97 0.00 -0.07
C 2.97 1.56 -3.45
O 2.15 0.84 -3.01
N 4.00 2.07 -2.75
C 4.95 3.02 -3.38
C 4.18 1.74 -1.39
H 3.02 1.86 -4.51
H 4.72 3.29 -4.41
H 5.90 2.50 -3.28
H 5.02 3.94 -2.80
H 5.20 1.62 -1.01
H 3.70 2.53 -0.81
H 3.66 0.83 -1.07
C 1.57 0.65 4.01
O 1.32 0.18 2.92
N 0.87 1.66 4.60
C 1.32 2.24 5.83
C -0.39 2.17 3.99
H 2.40 0.26 4.63
H 0.66 1.79 6.58
H 1.33 3.33 5.93
H 2.34 1.92 6.01
H -0.54 3.25 3.91
H -0.63 1.85 2.98
H -1.26 1.87 4.58
Br -1.77 4.74 -3.87
C -0.43 3.59 -3.01
C 0.19 4.31 -1.85
Br 1.60 5.50 -2.43
H 0.38 3.32 -3.68
H -0.93 2.64 -2.77
H 0.61 3.61 -1.13
H -0.56 4.85 -1.27
Br -4.40 -2.48 -2.79
C -3.18 -1.15 -2.15
C -3.85 0.15 -1.70
Br -4.96 -0.07 -0.05
H -2.39 -1.03 -2.89
H -2.66 -1.65 -1.33
H -4.53 0.48 -2.49
H -3.14 0.95 -1.48
Br -3.99 -3.86 4.12
C -2.95 -2.64 2.90
C -2.47 -1.43 3.73
Br -4.01 -0.32 4.39
H -3.52 -2.33 2.03
H -2.09 -3.16 2.47
H -1.89 -0.80 3.06
H -1.83 -1.67 4.58
```

Computed properties:
⟨S²⟩: 30.02
2S+1: 11
Lowest unoccupied orbital energy (alpha / beta): -0.041 / -0.060 Ha
Gap between HOMO and LUMO (alpha / beta): 0.21146 / 0.18890 Ha

***

[5]
This record from the Open Molecules 2025 dataset describes an isolated ion of composition C19H28ClSi and charge +1. The level of theory is ωB97M-V/def2-TZVPD.

XYZ file:
```
49
Properties=species:S:1:pos:R:3
C 3.14 -2.92 -0.04
C 2.03 -2.12 -0.78
C 1.67 -2.76 -2.14
C 0.93 -1.89 0.06
C -0.45 -1.88 -0.36
Si -1.75 -1.44 1.00
C -3.44 -1.12 0.21
C -1.91 -2.78 2.23
C -1.13 0.16 1.81
H 3.94 -3.23 -0.76
H 3.61 -2.27 0.72
H 2.75 -3.83 0.51
H 2.60 -3.17 -2.62
H 0.91 -3.56 -2.09
H 1.30 -2.00 -2.81
H 1.13 -1.66 1.11
H -0.61 -1.18 -1.25
H -0.82 -2.89 -0.73
H -4.13 -0.73 0.98
H -3.37 -0.39 -0.61
H -3.87 -2.06 -0.19
H -2.53 -2.45 3.07
H -2.38 -3.68 1.82
H -0.94 -3.09 2.65
H -1.78 0.40 2.67
H -0.09 0.03 2.16
H -1.15 0.99 1.09
Cl 4.16 1.37 4.29
C 3.82 0.94 2.66
C 2.63 1.30 2.06
C 2.31 0.92 0.76
C 3.19 0.05 0.06
C 2.69 -0.68 -1.15
C 3.85 -1.01 -2.11
C 3.33 -0.72 -3.54
C 2.03 0.02 -3.30
C 1.75 0.15 -1.96
C 4.50 -0.15 0.58
C 4.79 0.19 1.94
H 1.88 1.97 2.63
H 1.39 1.25 0.28
H 4.68 -0.30 -1.90
H 4.30 -2.01 -2.01
H 4.04 0.01 -3.97
H 3.28 -1.60 -4.26
H 1.39 0.39 -4.13
H 0.92 0.68 -1.54
H 5.25 -0.65 0.02
H 5.74 -0.07 2.39
```

Computed properties:
Total charge: +1
Lowest unoccupied orbital energy: -0.209 Ha
Gap between HOMO and LUMO: 0.22484 Ha

***

[6]
This record from the Open Molecules 2025 dataset describes C19H28F4KN2O23S4 as an isolated structure. The level of theory is ωB97M-V/def2-TZVPD.

XYZ file:
```
81
Properties=species:S:1:pos:R:3
K 0.19 4.62 -0.13
N -0.52 2.20 0.72
S -0.50 0.93 -0.05
O -1.29 0.70 -1.27
O -0.13 -0.25 0.78
F 0.90 1.33 -0.79
S -2.21 1.94 1.01
O -2.61 0.61 1.54
O -3.15 2.55 0.08
F -2.37 2.92 2.28
N 0.42 5.67 2.28
S 1.04 6.74 3.17
O 0.73 6.81 4.60
O 1.32 7.96 2.45
F 2.49 6.06 3.24
S -1.17 6.28 2.62
O -1.61 7.64 2.21
O -1.82 5.77 3.86
F -1.92 5.33 1.57
C -3.77 -0.46 4.02
C -3.69 1.00 4.40
O -4.51 1.07 5.58
C -4.76 -0.14 6.01
O -5.39 -0.40 7.08
O -4.25 -1.06 5.19
H -2.72 -0.70 3.92
H -4.46 -0.61 3.19
H -3.86 1.78 3.65
H -2.66 1.23 4.68
C -1.17 -2.91 2.49
C -2.18 -2.67 1.30
C -1.64 -2.84 -0.14
O -2.60 -3.73 -0.73
C -3.60 -3.93 0.07
O -4.71 -4.38 -0.23
O -3.35 -3.44 1.30
H -0.33 -2.23 2.31
H -0.81 -3.94 2.55
H -1.65 -2.73 3.46
H -2.45 -1.62 1.39
H -0.59 -3.07 0.03
H -1.60 -1.88 -0.66
C 3.63 -4.29 -3.85
C 2.18 -3.85 -3.52
C 1.46 -4.44 -2.30
O 1.32 -3.35 -1.44
C 1.55 -2.21 -2.11
O 1.14 -1.12 -1.82
O 2.15 -2.47 -3.33
H 3.93 -3.94 -4.84
H 3.61 -5.38 -3.98
H 4.28 -3.95 -3.04
H 1.54 -4.11 -4.36
H 2.14 -5.14 -1.80
H 0.46 -4.83 -2.50
C -1.44 1.50 -5.80
C -0.63 1.81 -4.55
C 0.27 0.75 -3.95
O 1.39 1.49 -3.58
C 1.42 2.72 -4.17
O 2.28 3.59 -4.03
O 0.24 2.83 -4.88
H -2.14 0.69 -5.61
H -0.84 1.11 -6.62
H -1.94 2.38 -6.20
H -1.26 2.23 -3.77
H 0.37 -0.03 -4.72
H -0.23 0.24 -3.13
C 3.72 -0.41 2.34
C 3.43 -0.86 0.84
C 4.14 -0.02 -0.26
O 4.87 -0.91 -1.01
C 4.66 -2.16 -0.55
O 5.02 -3.20 -1.08
O 4.07 -2.04 0.62
H 4.80 -0.25 2.32
H 3.49 -1.28 2.96
H 3.19 0.47 2.68
H 2.34 -0.90 0.73
H 4.92 0.60 0.19
H 3.48 0.60 -0.86
```

Computed properties:
⟨S²⟩: 0.76
2S+1: 2
Lowest unoccupied orbital energy (alpha / beta): -0.040 / -0.298 Ha
Gap between HOMO and LUMO (alpha / beta): 0.31902 / 0.06029 Ha

***

Number 1: M 478.4 u, energy -1984.5924 Eh. Number 2: M 547.4 u, energy -1307.0192 Eh. Number 3: M 811.2 u, energy -2362.8852 Eh. Number 4: M 1017.7 u, energy -19273.4828 Eh. Number 5: M 320.0 u, energy -1490.1495 Eh. Number 6: M 895.8 u, energy -5172.7114 Eh.